Density functional theory data (ωB97M-V with the def2-TZVPD basis set) for C36H34MoN3O2P as an isolated structure.

As for the HOMO-LUMO gap (spin up / spin down): 6.48 / 6.47 eV. The energy above the lowest of the compared OMol25 structures with the same formula, charge and spin comes out at 0.0000 eV. Its total charge is +2.

Geometry (Å):
Mo -0.418 0.046 0.444
O 1.909 -3.165 0.575
C 0.946 -2.614 0.165
O 0.913 -1.238 -0.001
C -0.363 -3.280 -0.222
P -1.653 -2.029 -0.028
C -3.256 -2.522 -0.633
C -4.346 -2.660 0.226
C -5.560 -3.089 -0.286
C -5.684 -3.384 -1.637
C -4.597 -3.248 -2.492
C -3.382 -2.810 -1.995
C -1.633 -1.408 1.614
C -0.901 -1.849 2.844
C -1.435 -1.312 4.210
C -2.331 -0.118 4.082
C -2.706 0.422 2.924
C -2.390 -0.213 1.624
H -0.525 -4.174 0.377
H -0.301 -3.579 -1.272
H -4.247 -2.453 1.284
H -6.407 -3.206 0.375
H -6.634 -3.727 -2.026
H -4.697 -3.483 -3.542
H -2.537 -2.700 -2.666
H -0.709 -2.921 2.864
H -1.884 -2.052 4.872
H -2.684 0.319 5.009
H -3.357 1.287 2.906
H -3.158 -0.075 0.869
C -2.193 6.175 1.905
C -0.741 6.303 2.270
C -0.284 7.332 3.089
C 1.057 7.450 3.422
C 1.986 6.543 2.932
C 1.562 5.517 2.102
C 0.212 5.406 1.792
N -0.212 4.321 0.942
C -0.190 3.044 1.323
N 0.179 2.729 2.573
C 0.365 1.448 3.088
C 0.249 0.307 2.362
C 0.395 -1.021 3.073
C 0.053 -0.947 4.565
C 0.395 0.338 5.236
C 0.625 1.461 4.550
C 1.045 2.742 5.218
N -0.543 2.048 0.529
C -0.712 2.051 -0.880
C -1.930 1.530 -1.357
C -2.093 1.288 -2.724
C -1.056 1.566 -3.586
C 0.159 2.066 -3.102
C 0.376 2.302 -1.758
C 1.708 2.790 -1.259
H -2.797 6.872 2.482
H -2.570 5.168 2.094
H -2.361 6.400 0.848
H -0.997 8.050 3.473
H 1.379 8.260 4.062
H 3.034 6.642 3.178
H 2.272 4.814 1.683
H -0.674 4.532 0.069
H 0.364 3.512 3.188
H 1.329 -1.509 2.785
H 0.505 -1.781 5.102
H 0.489 0.352 6.316
H 1.268 2.557 6.266
H 0.261 3.506 5.194
H 1.945 3.160 4.759
H -2.768 1.431 -0.680
H -3.038 0.914 -3.095
H -1.173 1.400 -4.648
H 0.966 2.257 -3.799
H 2.496 2.512 -1.955
H 1.961 2.370 -0.284
H 1.720 3.878 -1.164


Density functional theory data (ωB97M-V with the def2-TZVPD basis set) for a 3-piece molecular cluster, C11H27BBrN4O4 overall at a distorted geometry.

As for the HOMO-LUMO gap: 6.66 eV. Its total charge is +1.

Geometry (Å):
N -2.505 -0.665 0.815
C -3.682 -0.123 1.147
N -4.010 1.153 1.320
C -5.277 1.248 1.681
N -5.799 0.025 1.720
C -7.202 -0.227 2.103
B -8.092 -0.918 0.938
O -8.508 -0.240 -0.174
O -8.412 -2.245 1.050
N -4.836 -0.806 1.409
Br -4.949 -2.652 1.346
H -2.285 -1.079 -0.078
H -1.789 -0.730 1.528
H -5.758 2.193 1.905
H -7.602 0.748 2.412
H -7.225 -0.868 3.000
H -8.293 -0.785 -0.949
H -8.034 -2.616 1.860
C 4.022 -0.781 2.669
C 2.891 -1.221 1.757
O 1.621 -0.708 2.135
C 1.494 0.705 2.128
C 1.719 1.328 0.762
H 3.786 -1.008 3.710
H 4.948 -1.289 2.397
H 4.200 0.294 2.600
H 2.803 -2.308 1.802
H 3.110 -0.969 0.714
H 2.154 1.154 2.877
H 0.472 0.918 2.451
H 2.752 1.209 0.432
H 1.498 2.396 0.789
H 1.080 0.854 0.013
C 4.594 2.221 -4.142
C 5.039 1.543 -2.857
O 4.002 0.829 -2.203
C 3.422 -0.240 -2.929
C 4.407 -1.339 -3.289
H 3.720 2.849 -3.962
H 5.398 2.841 -4.542
H 4.323 1.494 -4.909
H 5.371 2.306 -2.152
H 5.898 0.889 -3.038
H 2.911 0.138 -3.822
H 2.648 -0.657 -2.282
H 5.157 -0.990 -4.000
H 3.885 -2.182 -3.744
H 4.934 -1.689 -2.400


Density functional theory data (ωB97M-V with the def2-TZVPD basis set) for a 13-piece molecular cluster, C25H76N4O13 overall at a distorted geometry.

As for the HOMO-LUMO gap: 9.36 eV. The energy above the lowest of the compared OMol25 structures with the same formula, charge and spin comes out at 6.9109 eV. Its total charge is 0.

Geometry (Å):
C 2.970 1.573 3.044
O 2.429 2.524 2.192
H 3.405 0.677 2.499
H 2.277 1.221 3.771
H 3.836 1.983 3.660
H 3.086 3.094 1.806
C 1.061 5.046 -0.019
O 0.950 6.354 0.540
H 1.793 5.043 -0.804
H 0.010 4.791 -0.329
H 1.404 4.385 0.761
H 0.091 6.375 0.993
C 1.607 -1.421 3.485
O 1.317 -2.269 2.371
H 1.328 -1.866 4.413
H 1.110 -0.463 3.559
H 2.672 -1.343 3.623
H 1.444 -1.697 1.613
C -3.910 -0.347 -0.769
O -3.428 0.824 -0.150
H -4.691 -0.860 -0.171
H -3.075 -1.036 -0.894
H -4.325 -0.034 -1.726
H -3.780 1.606 -0.511
C 2.695 1.467 -1.754
O 2.167 2.396 -0.884
H 3.682 1.859 -1.941
H 2.114 1.307 -2.661
H 2.820 0.491 -1.253
H 1.487 1.951 -0.422
C -1.333 -4.083 -0.441
O -1.438 -2.725 -0.248
N -1.047 -4.915 0.474
N -1.701 -4.644 -1.531
H -0.912 -4.615 1.439
H -1.555 -5.777 0.440
H -1.701 -3.969 -2.400
H -1.317 -5.558 -1.831
C 0.324 0.475 0.464
O 1.496 -0.205 0.532
N -0.790 -0.092 0.038
N 0.195 1.771 0.774
H -0.752 -1.089 -0.222
H -1.744 0.344 0.000
H 1.013 2.042 1.376
H -0.646 2.373 0.643
C -3.680 -2.899 -3.014
C -2.488 -2.475 -3.799
C -2.107 -1.024 -3.529
O -1.522 -3.260 -3.691
H -3.417 -2.881 -1.971
H -3.889 -3.932 -3.260
H -4.574 -2.347 -3.044
H -2.686 -2.435 -4.866
H -1.765 -0.806 -2.496
H -2.880 -0.322 -3.860
H -1.234 -0.831 -4.121
H -0.928 -3.111 -4.362
C -3.190 -0.171 4.880
C -2.301 -1.127 4.120
C -1.848 -0.505 2.803
O -1.301 -1.454 4.819
H -4.226 -0.494 4.750
H -2.922 0.874 4.697
H -2.982 -0.222 5.918
H -2.838 -2.055 3.990
H -1.075 0.231 2.961
H -2.677 -0.057 2.246
H -1.373 -1.248 2.216
H -0.892 -0.612 5.020
C 1.991 -3.103 -0.701
C 1.760 -3.054 -2.211
C 0.969 -1.790 -2.521
O 2.809 -2.963 -2.890
H 2.350 -4.038 -0.376
H 1.000 -2.887 -0.235
H 2.633 -2.294 -0.368
H 1.228 -3.949 -2.563
H 1.447 -0.857 -2.171
H 0.037 -1.797 -2.168
H 0.868 -1.655 -3.617
H 3.473 -3.560 -2.583
C -1.429 3.455 3.099
C -2.373 3.283 1.962
C -3.704 4.019 2.181
O -1.953 3.705 0.859
H -0.406 3.638 2.743
H -1.395 2.530 3.668
H -1.687 4.166 3.844
H -2.656 2.221 2.049
H -3.570 5.089 2.279
H -4.036 3.729 3.164
H -4.490 3.773 1.495
H -1.712 4.634 0.974
C 0.356 3.279 -3.637
C -0.544 2.058 -3.454
C -1.648 2.385 -2.518
O -1.112 1.926 -4.582
H -0.133 4.095 -4.072
H 1.316 3.027 -4.184
H 0.646 3.590 -2.617
H 0.047 1.183 -3.236
H -1.351 2.384 -1.490
H -2.423 1.655 -2.531
H -2.088 3.387 -2.681
H -1.935 1.560 -4.439
C 4.961 -1.591 1.649
C 5.374 -2.357 0.338
C 5.329 -1.418 -0.890
O 6.568 -2.759 0.301
H 5.068 -2.195 2.547
H 3.934 -1.305 1.566
H 5.527 -0.719 1.814
H 4.585 -3.165 0.227
H 5.517 -2.026 -1.764
H 6.056 -0.670 -0.745
H 4.345 -0.905 -1.048
H 6.602 -3.478 -0.391